No. 1
Molecular formula: C21H50N3O7S8
Method: DFT, the ωB97M-V functional and the def2-TZVPD basis

Positions of all 89 atoms, in Å:
S: 0.5408 3.5437 -7.1360
S: 4.5634 1.1947 -1.2505
S: -5.5577 -4.8343 1.1496
S: 2.6654 1.7268 6.7265
S: 2.4924 0.5650 1.9150
S: -3.4819 -3.9132 5.1640
S: -3.3688 2.5815 -3.4140
S: 0.2742 -0.9597 -4.2934
O: -2.8148 -2.8419 5.9577
O: 2.3674 2.9888 5.9890
O: 2.2483 -0.3260 3.0962
O: 3.5344 2.2137 -0.8776
O: 1.1969 0.0519 -3.6895
O: 0.1474 2.1033 -7.1155
O: -3.7149 1.2440 -3.9711
N: 0.2428 -4.2233 -0.7385
N: -4.2782 -2.3445 0.3310
N: -2.4223 -2.1055 2.0276
C: 1.3644 1.9613 2.0490
C: -1.2498 -0.1067 -4.7231
C: 5.3743 1.7705 -2.7525
C: -4.8689 -3.4316 0.6701
C: -3.2318 -5.4646 6.0455
C: -1.0567 -2.3508 2.4041
C: -5.2518 -3.7898 5.4838
C: -2.9458 2.3527 -1.6760
C: -0.0721 4.2481 -8.6776
C: -2.8607 -2.5393 0.7664
C: -4.9165 3.4551 -3.1133
C: -0.1098 -3.0262 1.5296
C: -0.6002 4.4281 -6.0560
C: 0.8176 -1.2425 -5.9880
C: -1.9997 -3.2373 -0.1798
C: 1.3808 -3.2499 1.9515
C: 2.8707 2.1531 8.4662
C: 3.9916 1.5036 2.2471
C: 3.6995 -0.1870 -2.0185
C: 4.3961 1.3216 6.4264
C: -0.5668 -3.5201 0.1901
H: -2.3556 -3.6075 -1.1707
H: 1.5963 2.6899 1.2708
H: 0.9112 -0.2887 -6.5111
H: 3.2076 1.2752 9.0193
H: 3.9158 1.9903 3.2213
H: 1.4558 2.4196 3.0360
H: 5.0255 2.1830 6.6556
H: 1.9736 -2.4495 1.4129
H: 4.5095 1.0588 5.3750
H: -1.6298 4.1954 -6.3330
H: 1.7592 -4.2843 1.7138
H: -5.7670 -4.6285 5.0133
H: 5.9487 2.6652 -2.5123
H: -3.7397 1.8005 -1.1700
H: -0.4200 4.1073 -5.0299
H: -2.0161 1.7852 -1.6200
H: 4.6262 2.0115 -3.5091
H: -0.4230 5.5016 -6.1355
H: 0.0908 5.3268 -8.6753
H: -3.5420 -5.3551 7.0854
H: 1.1730 -4.4235 -0.3508
H: -1.7420 0.1996 -3.8044
H: 0.0978 -1.8834 -6.4990
H: 4.6836 0.4700 7.0447
H: -5.6153 -2.8559 5.0546
H: 3.0900 -0.6763 -1.2586
H: -5.4358 -3.7904 6.5588
H: 6.0481 0.9965 -3.1223
H: 4.8363 0.8137 2.2500
H: -1.9043 -0.7833 -5.2739
H: 1.7881 -1.7390 -5.9606
H: 1.4833 -3.1414 3.0721
H: 0.4810 3.8013 -9.5032
H: 4.1340 2.2478 1.4631
H: -0.7635 -1.9771 3.4238
H: -5.5854 2.8328 -2.5172
H: -4.7111 4.3923 -2.5939
H: 1.9066 2.4782 8.8566
H: 3.0546 0.1723 -2.8223
H: -5.3820 3.6697 -4.0748
H: 3.5949 2.9628 8.5681
H: -3.8069 -6.2557 5.5620
H: -3.1038 -1.6493 2.6373
H: 0.3465 1.5957 1.9112
H: -0.1838 -5.1519 -0.8831
H: -2.8042 3.3258 -1.2038
H: -1.1346 4.0278 -8.7914
H: -2.1718 -5.7144 6.0077
H: 4.4284 -0.8988 -2.4109
H: -1.0263 0.7749 -5.3273

Forces on atoms 1 to 6 (eV/Å):
0.03 -0.01 0.02
-0.01 -0.15 -0.11
1.48 3.43 -1.29
-0.06 -0.04 -0.03
0.12 0.26 -0.08
-0.12 -0.08 0.27

The calculation puts the total energy at -4706.1088 Ha. For the molar mass, the calculation gives 713.2 g/mol. The total charge is +1.

Here are the Löwdin charges for atoms 1 to 6, given in e: 0.82, 0.80, 0.76, 0.80, 0.79, 0.75


No. 2
Molecular formula: C5H4F3N6P
Method: DFT, the ωB97M-V functional and the def2-TZVPD basis

Positions of all 19 atoms, in Å:
P: 0.5042 0.5375 1.7328
F: -2.1359 0.7430 2.1996
F: -1.2975 -1.1699 2.7386
F: -1.7106 -0.7188 0.6834
N: 2.5376 -0.5856 0.7845
N: -0.8121 1.8756 -0.4924
N: 1.9576 -2.5984 0.0365
N: -1.5233 2.2083 -2.4943
N: 1.2082 -0.7809 0.9891
N: -0.2974 0.8921 -1.2451
C: 2.9442 -1.6774 0.2135
C: -1.5456 2.6611 -1.2491
C: -1.2647 -0.1842 1.8166
C: 0.8973 -2.0381 0.5129
C: -0.7446 1.1124 -2.4574
H: -2.0715 3.5270 -0.9113
H: -0.5262 0.5104 -3.3117
H: -0.0785 -2.4759 0.5462
H: 3.9587 -1.8381 -0.0924

Forces on atoms 1 to 6 (eV/Å):
-1.29 0.50 -1.73
0.26 0.23 0.15
0.34 -0.06 0.28
0.19 0.03 0.00
1.37 0.54 -0.02
1.52 -1.38 2.48

For the energy above the lowest of the compared OMol25 structures with the same formula, charge and spin, the calculation gives 65.94 kcal per mole. The calculation puts the total energy at -1162.2993 Ha. For the molar mass, the calculation gives 236.1 g/mol.

Here are the Löwdin charges for atoms 1 to 6, given in e: 1.34, 0.10, 0.08, 0.10, 0.03, -0.05


No. 3
Molecular formula: C17H15Cl4NO2
Method: DFT, the ωB97M-V functional and the def2-TZVPD basis

Positions of all 39 atoms, in Å:
Cl: -3.0626 -0.6971 5.0297
Cl: -4.1187 1.6083 3.3107
Cl: 2.0226 0.9420 4.3397
Cl: 0.0127 -1.0389 5.5339
O: 0.7155 3.0213 2.7359
O: -1.9597 3.3128 2.2885
N: 1.5166 0.3894 -2.1775
C: 1.5098 2.7047 -1.4752
C: 0.3662 1.9601 -0.7422
C: -0.0849 -0.5863 -0.4921
C: -1.5390 2.4014 2.9781
C: 0.3401 1.1506 4.0414
C: -0.0862 2.2445 3.2229
C: -0.1775 -4.2520 -2.6977
C: -1.3134 -3.4748 -2.6051
C: 1.0037 -2.6771 -1.3384
C: 0.2403 0.5832 -1.4344
C: -2.4250 1.4484 3.5741
C: 2.0476 1.7208 -2.5302
C: 0.9817 -3.8513 -2.0645
C: -0.1351 -1.8906 -1.2325
C: -1.2950 -2.2999 -1.8782
C: -0.5610 0.2752 4.5754
C: -1.9483 0.4251 4.3417
H: 0.6658 -0.6518 0.3035
H: -0.1960 -5.1730 -3.2590
H: -2.2203 -3.7844 -3.0983
H: -2.1801 -1.6871 -1.8143
H: 1.9131 -2.3523 -0.8576
H: -0.5784 2.5138 -0.8005
H: 0.5958 1.8270 0.3205
H: 1.7155 2.0140 -3.5338
H: -0.5663 0.6419 -2.1824
H: 3.1430 1.6908 -2.5525
H: 1.3791 -0.2107 -2.9944
H: 1.8722 -4.4541 -2.1339
H: 2.3028 2.9918 -0.7729
H: -1.0450 -0.4167 0.0126
H: 1.1485 3.6312 -1.9408

Forces on atoms 1 to 6 (eV/Å):
0.47 0.16 -0.06
0.43 0.22 -0.13
-0.31 0.30 -0.25
-0.38 0.26 -0.19
-0.76 -0.40 0.23
0.55 -0.55 0.43

For the energy above the lowest of the compared OMol25 structures with the same formula, charge and spin, the calculation gives 0.00 kcal per mole. The calculation puts the total energy at -2702.7512 Ha. For the molar mass, the calculation gives 407.1 g/mol. As for the SMILES: O=C1C(=O)C(Cl)=C(Cl)C(Cl)=C1Cl.c1ccc(C[C@H]2CCCN2)cc1.

Here are the Löwdin charges for atoms 1 to 6, given in e: 0.72, 0.75, 0.75, 0.72, 0.14, 0.14


No. 4
Molecular formula: C3H4N4O
Method: DFT, the ωB97M-V functional and the def2-TZVPD basis

Positions of all 12 atoms, in Å:
O: -2.8599 -0.3926 0.1597
N: 1.9371 0.1816 0.1874
N: 1.6477 -1.2640 -0.1075
N: 0.4682 2.0605 -0.0373
N: -1.6903 0.1795 -0.1343
C: 0.6389 0.7443 -0.0045
C: 0.3587 -1.4698 0.0276
C: -0.4986 -0.2139 -0.1189
H: -0.0754 -2.4398 -0.2010
H: 2.3449 -1.9575 0.1568
H: 1.5034 2.4584 0.0508
H: -0.4265 2.6123 -0.0680

Forces on atoms 1 to 6 (eV/Å):
4.98 0.86 -1.13
-3.78 -0.31 -1.75
-1.28 2.96 2.40
3.47 1.77 0.43
-7.72 1.09 0.78
1.10 -1.64 0.04

For the energy above the lowest of the compared OMol25 structures with the same formula, charge and spin, the calculation gives 130.36 kcal per mole. The calculation puts the total energy at -410.7955 Ha. For the molar mass, the calculation gives 112.1 g/mol. As for the SMILES: Nc1n[nH]cc1N=O.

Here are the Löwdin charges for atoms 1 to 6, given in e: -0.11, 0.06, 0.01, 0.11, -0.05, -0.36